[1]
Computed, not measured: a structure of composition C55H47BiF3N2O3PS, with ωB97M-V/def2-TZVPD.

The LUMO energy is -0.41 eV. As for the largest force on an atom: 0.0164 Eh/bohr. The value obtained for the HOMO-LUMO gap is 7.92 eV. For the total energy, the calculation gives -3713.0175 hartree. Its total charge is 0.

The geometry in XYZ format:
```
113
Properties=species:S:1:pos:R:3:forces:R:3
Bi 0.60407 -1.01795 -1.09346 0.66 -0.03 0.53
S 5.84372 -2.01847 -0.95535 -0.14 0.16 0.01
P -2.22195 1.18845 -1.17852 -0.55 0.35 0.26
F -7.25074 -6.67479 -0.23948 0.03 0.05 -0.06
F -8.16866 -5.21208 -1.54599 0.08 -0.01 0.02
F -6.96912 -6.81045 -2.37765 0.00 0.07 0.08
O 0.95506 -0.72760 1.05000 -0.16 0.05 -0.65
O -0.47862 -2.29314 1.77514 0.05 0.06 -0.09
O -0.13194 2.84805 -2.52198 -0.50 -0.01 -0.14
N 0.71208 2.76142 -1.43947 0.68 -0.03 0.10
N 3.72803 -0.55282 -1.13502 -0.67 -0.05 0.04
C 7.22222 0.43612 -0.94266 0.03 -0.06 0.02
C 5.88692 3.99953 -1.09399 0.05 0.10 -0.02
C -1.28995 4.76459 0.63878 0.02 -0.03 -0.09
C 0.91695 -3.49248 3.97063 -0.02 -0.03 0.08
C 5.89103 2.47358 -1.06457 -0.19 0.00 -0.02
C 0.33852 -1.42047 1.98422 0.08 -0.01 0.19
C -1.24069 -2.20814 -1.06620 -0.28 0.08 -0.01
C -3.25506 0.04359 -3.44166 -0.06 0.04 0.00
C 1.81798 -2.93708 -1.05689 0.40 0.17 0.15
C -3.66493 4.75433 0.33028 -0.09 0.07 -0.01
C 6.66991 4.47552 -2.32760 -0.04 -0.01 0.05
C -5.82118 -5.08907 -1.24823 0.03 0.12 -0.01
C -3.57363 0.46945 -0.15859 0.24 -0.15 0.01
C -3.00681 1.27396 -2.82823 0.36 -0.05 -0.06
C 3.16651 -5.39849 -1.01367 0.11 -0.15 0.03
C 4.72963 1.71910 -1.11444 -0.03 -0.09 -0.04
C -3.15877 -0.08508 1.05117 -0.07 -0.05 -0.13
C -1.18526 3.56444 -0.06554 -0.43 0.04 -0.28
C -2.28601 -2.81881 -1.08191 0.23 0.15 -0.10
C -3.57294 2.37899 -4.89215 -0.04 0.03 -0.08
C -7.05252 -5.93529 -1.35042 -0.16 -0.16 -0.04
C -5.41518 -0.70609 1.57490 0.03 0.01 0.02
C -5.86906 -3.72692 -1.50445 -0.01 -0.10 0.01
C -2.34981 2.91524 -0.52228 0.46 0.00 0.15
C 1.78715 -5.36276 -0.94632 -0.04 -0.07 -0.04
C 4.79996 0.32313 -1.07949 0.39 -0.17 0.01
C 3.23167 -2.97589 -1.07663 -0.41 -0.44 0.00
C -5.84004 -0.14576 0.37871 -0.08 0.01 -0.01
C -4.70741 -2.97761 -1.43879 0.08 0.01 0.00
C 6.04937 -0.30609 -0.98372 -0.27 0.03 -0.06
C -3.58209 3.52190 -0.29442 0.07 0.04 -0.07
C 7.12620 1.80888 -0.98680 0.15 -0.12 0.04
C 1.48259 -0.33174 5.99035 0.04 0.04 -0.02
C 0.18147 3.07767 -0.33209 0.10 0.06 0.13
C 1.00322 -2.03222 4.32575 -0.04 0.04 -0.11
C 4.47933 4.58949 -1.16904 0.03 -0.07 0.03
C -4.61846 -5.70287 -0.91701 -0.06 -0.03 0.00
C -3.83122 1.15472 -5.49063 0.00 -0.01 0.00
C 0.61162 1.45750 2.77759 0.09 -0.04 0.05
C 1.12985 -4.14241 -0.96573 -0.10 0.06 -0.06
C 1.86807 0.03213 7.39821 -0.09 -0.02 -0.06
C -3.16306 2.44282 -3.56723 -0.04 -0.03 0.11
C -3.49214 -3.58270 -1.11721 -0.20 -0.11 -0.02
C 6.55734 4.52557 0.18572 -0.03 -0.02 -0.06
C 0.86131 0.32348 3.73928 0.01 -0.01 -0.04
C 4.09272 -1.78678 -1.07614 0.65 0.25 0.01
C -3.68108 -0.01569 -4.75888 -0.01 -0.03 0.05
C -4.06969 -0.67022 1.91438 0.02 0.04 0.08
C 1.22423 0.64562 5.04329 -0.01 -0.08 0.04
C 3.87906 -4.21744 -1.05951 -0.12 0.21 -0.01
C -3.45968 -4.95528 -0.84959 -0.01 0.05 0.02
C 1.36412 -1.66382 5.61308 0.06 0.04 0.03
C 0.75570 -1.02449 3.37777 -0.05 0.04 0.10
C -4.92562 0.43801 -0.48760 0.03 0.02 -0.04
C -2.52005 5.36856 0.81365 -0.06 0.05 0.08
H -4.73679 -1.91446 -1.62961 0.00 -0.01 0.01
H 1.31603 1.68974 5.32250 -0.04 0.01 -0.01
H 0.04914 -4.12037 -0.90335 0.07 -0.07 -0.01
H -2.95287 3.40118 -3.10950 0.02 0.01 -0.01
H 6.45989 5.61144 0.24540 0.03 0.01 -0.02
H -2.10314 -0.08554 1.29333 0.03 -0.07 0.08
H -5.26290 0.85547 -1.43017 -0.01 -0.02 0.00
H -4.62651 5.23654 0.45149 -0.02 -0.05 0.05
H 6.67005 5.56611 -2.37997 0.00 0.01 0.01
H -4.49133 3.02109 -0.60153 0.02 0.02 -0.04
H -0.39691 5.24228 1.02489 0.03 -0.03 -0.04
H 1.62658 -3.74364 3.17947 -0.03 -0.02 -0.02
H -3.88203 -0.97656 -5.21580 0.02 0.00 -0.01
H 2.18184 1.07312 7.46355 0.02 0.00 0.02
H 0.89844 3.09347 0.48373 -0.08 -0.14 0.03
H 3.89834 4.34576 -0.27863 -0.07 -0.04 0.00
H 1.57272 -2.43184 6.35059 -0.02 -0.06 -0.06
H 1.01616 -0.10389 8.06786 0.04 0.00 0.05
H 7.61921 4.28004 0.21037 0.01 -0.01 0.04
H -2.51844 -5.41895 -0.58781 0.00 -0.02 0.00
H -0.23348 1.26248 2.11893 -0.01 0.03 -0.04
H 3.69314 -6.34389 -1.01959 0.00 0.00 0.03
H 6.21064 4.08516 -3.23746 0.01 0.03 -0.03
H -6.12925 -1.17873 2.23703 -0.01 0.02 0.00
H -3.68347 3.29066 -5.46615 0.00 0.01 0.03
H 1.49347 1.60686 2.15146 -0.06 0.00 -0.05
H 4.96116 -4.25575 -1.07535 -0.05 -0.10 -0.04
H -6.89090 -0.17429 0.11662 0.01 0.01 -0.02
H -3.09458 -0.86925 -2.87716 0.00 -0.02 -0.06
H -0.07493 -3.74523 3.60419 0.01 -0.03 -0.01
H 1.14058 -4.10736 4.84203 0.05 0.02 0.00
H 3.75031 2.16689 -1.19253 -0.08 0.12 0.02
H 2.68075 -0.60137 7.75355 0.00 0.01 0.05
H 7.70624 4.13925 -2.30091 0.01 0.00 -0.01
H -6.80887 -3.25589 -1.75695 0.01 0.01 0.01
H -2.59175 6.31558 1.33241 0.02 0.00 0.00
H 1.22297 -6.28461 -0.88259 -0.03 0.01 0.00
H -4.60143 -6.76576 -0.71308 0.04 0.00 0.01
H -3.72141 -1.09970 2.84510 -0.02 -0.05 -0.02
H 4.55278 5.67652 -1.23076 -0.02 0.00 -0.01
H 0.41793 2.37674 3.33121 -0.02 0.01 -0.01
H 8.18268 -0.05800 -0.87776 0.03 0.06 0.00
H 0.43305 2.62857 -3.26949 0.02 -0.05 0.01
H 3.93653 4.23724 -2.04700 -0.03 0.00 0.00
H -4.13661 1.10829 -6.52802 -0.03 0.02 0.01
H 6.08591 4.09031 1.06852 0.00 0.02 0.01
H 8.04679 2.37748 -0.95869 -0.04 0.06 0.01
```
Forces are in eV/Å.

[2]
Computed, not measured: a cluster of 10 separate species, C51H73ClN13OS in total in a non-equilibrium geometry, with ωB97M-V/def2-TZVPD.

The LUMO energy is -3.09 eV. As for the largest force on an atom: 0.1019 Eh/bohr. The value obtained for the HOMO-LUMO gap is 6.21 eV. For the total energy, the calculation gives -3632.1143 hartree. Its total charge is +1.

The geometry in XYZ format:
```
140
Properties=species:S:1:pos:R:3:forces:R:3
Cl -8.09012 4.44238 -2.71480 0.81 -0.68 0.78
S -0.43954 3.14138 -3.51217 -0.23 0.07 1.51
O -1.18975 4.80860 -1.29297 1.32 -1.23 1.34
N 1.61176 0.50549 2.90888 -0.06 -0.02 -0.13
N 0.14157 4.02195 0.42497 -3.92 2.89 -1.94
N -2.47254 -9.36427 1.93259 -0.06 0.00 0.04
N 3.58537 -6.02441 -6.01201 -0.02 -0.03 0.06
N 2.06391 6.43171 0.13540 0.01 0.04 -0.05
N 4.43719 -0.88557 0.46077 0.15 -0.05 -0.17
N -8.08147 -0.26964 3.99468 0.21 -0.07 -0.09
N -3.62224 0.41051 0.52156 0.08 -0.21 1.14
N 9.91483 -0.22886 -0.98173 -0.03 0.10 0.03
N -1.38755 0.58945 -0.39750 -1.37 -0.61 -0.03
N 0.42989 3.32104 -0.69804 -2.15 0.82 -3.45
N 3.49948 11.62641 2.42707 0.06 -0.03 0.05
N -0.06296 -6.36110 -2.02627 -0.25 0.01 0.28
C 9.79707 0.82955 -1.84302 -0.01 0.01 -0.09
C -0.19163 -7.71027 -0.27001 0.09 0.20 0.16
C -2.15779 -2.79215 -1.13128 -0.40 0.15 -0.63
C -2.80857 0.61512 -0.75143 0.59 1.21 -1.79
C -5.64138 3.20162 -2.01357 -1.25 -0.38 -0.65
C -6.15033 -0.79701 3.04345 -0.10 0.24 -0.08
C 3.17967 11.00184 3.60375 -0.06 -0.02 0.03
C 0.36873 -6.54847 -0.73963 0.04 0.12 0.06
C 2.78969 -0.14792 3.15698 0.00 0.02 0.07
C -6.90966 0.24659 3.51651 -0.07 0.20 -0.06
C -0.83875 -0.77147 -0.18080 2.10 0.02 -0.14
C -0.89963 -7.38726 -2.37889 -0.10 -0.01 -0.07
C 5.63306 -2.59854 -0.28537 -0.20 -0.12 0.06
C -0.36437 3.74664 -1.78869 0.90 0.00 4.10
C 10.07987 1.97710 -1.14447 -0.10 -0.04 -0.23
C -7.85675 1.81126 -1.88233 0.62 -0.17 -0.36
C -7.20602 3.24651 -1.60525 0.20 -0.80 -0.42
C 4.56071 12.46722 2.63279 0.03 0.07 -0.01
C -8.07753 -1.63012 3.84052 0.00 0.04 -0.04
C -0.92029 -1.76806 -1.42782 -1.60 -1.44 0.84
C 2.67018 -5.65456 -5.06352 -0.05 0.03 -0.02
C -5.08657 2.48560 0.40008 0.53 -1.74 -0.43
C 10.26141 0.23168 0.26039 0.04 -0.02 0.07
C 4.04083 11.45574 4.57163 -0.19 -0.18 0.00
C 3.84620 7.57272 -0.53031 0.02 -0.19 -0.17
C -2.60150 -10.71300 3.68890 0.14 0.17 0.11
C -1.61655 1.67396 -3.52475 -0.91 -0.27 -0.40
C 2.49381 -1.33383 3.78323 0.19 0.05 -0.13
C 5.60754 -0.36574 -0.02465 0.02 0.08 -0.06
C -0.99543 -8.24239 -1.30913 -0.16 0.03 -0.22
C -2.04078 -9.55125 3.21864 0.04 0.01 0.03
C 0.56720 -0.25494 3.36240 -0.05 -0.01 -0.03
C 6.36867 -1.40582 -0.49727 0.02 0.19 0.00
C 10.37469 1.59806 0.18895 0.00 -0.17 0.19
C 2.13677 -6.79862 -4.52114 -0.04 0.28 0.01
C -3.94061 1.72241 1.20565 -0.88 1.16 1.26
C -3.08370 2.04877 -3.01368 0.71 0.66 -0.02
C 2.75777 -7.89879 -5.16275 0.16 -0.12 -0.17
C 4.91607 12.38489 3.95629 0.09 0.12 -0.21
C -3.28765 2.01447 -1.42980 -1.35 -0.79 -0.57
C 4.44691 -2.24684 0.31057 -0.09 -0.07 -0.04
C 3.21058 8.29331 0.51103 -0.21 0.06 0.15
C -3.40510 -11.24471 2.65001 -0.11 0.01 -0.22
C 3.64855 -7.39065 -6.07532 -0.02 -0.03 -0.02
C -0.87606 4.94604 0.06116 2.12 -2.69 -1.04
C -3.30889 -10.38952 1.58005 0.00 -0.03 -0.04
C 3.11853 6.42687 -0.73806 0.02 0.04 -0.07
C 2.11547 7.56391 0.90419 -0.04 0.07 -0.02
C 1.08455 -1.40199 3.91317 -0.23 0.04 -0.07
C -4.89340 2.07724 -1.16712 0.82 1.61 1.00
C -6.89214 -1.98662 3.24875 -0.15 -0.25 0.01
H 4.04160 11.15237 5.60780 0.00 0.02 -0.09
H -2.21548 -8.59240 1.33876 -0.05 -0.11 0.06
H 10.07463 2.97859 -1.54789 0.01 -0.09 0.02
H -8.98633 1.83078 -1.99234 1.51 0.12 0.33
H -7.54954 1.02723 -1.10469 -0.56 1.23 -0.84
H -7.36553 3.63490 -0.55155 0.14 -0.56 -1.37
H -5.64498 2.96580 -3.13930 0.10 0.29 1.68
H -3.85856 1.43742 -3.58769 1.01 0.49 1.04
H -5.29884 1.02331 -1.35083 0.26 1.57 0.04
H -4.47668 -0.15726 0.34486 0.46 0.68 0.09
H 1.03657 -5.84132 -0.27179 -0.01 -0.11 -0.03
H -6.71719 1.30839 3.55252 -0.01 -0.08 0.04
H 4.12808 -5.39080 -6.57474 -0.07 -0.11 0.10
H 3.61075 -2.84538 0.63866 0.09 0.03 0.01
H 2.36842 10.29162 3.65016 0.07 0.06 0.03
H 3.73408 0.28732 2.86878 -0.04 -0.02 0.20
H -7.41178 1.43690 -2.87482 -0.80 0.58 1.32
H 0.51236 -2.20174 4.35924 0.06 0.08 -0.01
H 2.57372 -8.94619 -4.97672 0.03 0.10 -0.01
H -2.45066 -11.13345 4.67182 -0.01 0.04 -0.09
H -1.15448 0.76101 -3.03795 -0.57 1.25 -0.48
H -6.59141 -2.99151 2.99333 -0.04 0.08 0.06
H -2.99480 -2.62471 -1.90402 1.23 -0.45 1.05
H -5.20276 4.24537 -1.90237 -0.29 -1.41 0.13
H -4.29027 1.48536 2.27465 0.57 0.27 -1.61
H -8.91746 -2.22528 4.16334 0.11 0.02 -0.04
H 10.63914 2.25258 1.00581 -0.02 -0.07 -0.07
H 5.79670 0.69645 0.00700 0.04 -0.10 -0.02
H 9.76861 -1.19447 -1.22384 0.07 0.15 0.04
H -2.64251 -2.60715 -0.11550 0.79 -0.26 -1.18
H -3.98982 -12.15170 2.68203 0.05 0.08 -0.01
H 9.52428 0.67474 -2.87562 0.05 0.04 0.08
H -3.26056 3.13951 -3.33410 0.20 -1.64 0.44
H -1.37277 -8.84417 3.68620 -0.05 -0.09 -0.01
H 4.73776 7.85991 -1.06712 -0.07 -0.04 0.06
H -1.57996 -9.14996 -1.27720 0.08 0.05 -0.03
H 1.35958 5.71300 0.20259 0.46 0.20 0.11
H 3.02868 11.48829 1.54843 0.06 0.06 0.14
H 3.68753 -0.35152 0.86563 0.10 -0.17 -0.03
H -1.71983 1.41501 -4.64131 0.47 0.64 1.57
H 1.36997 7.75285 1.66178 0.09 0.01 -0.03
H -2.79693 2.92429 -0.96170 -0.45 -1.25 -0.45
H 4.96895 13.05081 1.82215 -0.02 -0.03 0.10
H -1.35153 -7.42058 -3.35833 0.06 -0.05 0.08
H 10.39848 -0.45093 1.08478 0.00 0.08 -0.06
H -1.16975 -1.28276 -2.42191 0.62 -0.20 1.32
H 0.01726 -2.40387 -1.55894 -1.12 1.17 0.32
H -3.76079 -10.42263 0.60058 0.03 -0.03 0.09
H -0.80362 1.18168 -0.99366 -0.38 -0.30 0.39
H -5.16899 -0.71171 2.59925 0.01 -0.06 0.15
H 3.52048 9.24000 0.92724 0.04 -0.13 0.02
H 0.19364 -5.58983 -2.61949 -0.02 -0.14 0.08
H -1.27828 -1.20422 0.79058 0.55 0.36 -1.59
H -2.97709 2.32878 1.29475 -1.22 -1.07 -0.33
H 3.21174 -2.07083 4.11008 -0.05 0.08 -0.03
H 1.38473 -6.83969 -3.74829 0.25 -0.14 -0.18
H 5.71781 12.93172 4.42920 -0.07 -0.05 -0.05
H -3.15675 -0.19843 -1.46728 0.50 0.67 0.88
H 0.28050 -0.63495 0.05109 -1.71 -0.01 -0.13
H -0.45164 0.08560 3.25535 0.08 0.00 0.08
H -1.84529 -3.88250 -1.16644 -0.42 1.35 0.01
H 5.93815 -3.60272 -0.53926 -0.04 0.08 0.04
H 3.25886 5.61132 -1.43094 0.02 0.07 0.05
H 4.31925 -7.88181 -6.76323 -0.07 0.02 0.07
H -3.09266 -0.13714 1.23267 -0.01 0.25 -0.90
H -6.09553 2.06695 0.74503 1.34 0.95 -0.30
H -0.04023 -8.13093 0.71327 0.09 0.00 -0.10
H 2.47717 -4.61255 -4.85807 0.02 -0.08 -0.01
H -4.97461 3.60154 0.57731 -0.33 -1.43 -0.33
H 1.52707 1.40434 2.46182 0.02 -0.08 0.10
H -1.42716 5.71831 0.68727 1.01 -1.20 -1.08
H -8.83134 0.26754 4.39866 0.11 -0.08 -0.02
H 7.34655 -1.31803 -0.94494 -0.10 0.06 0.07
```
Forces are in eV/Å.

[3]
Computed, not measured: the molecule C6H12O, with ωB97M-V/def2-TZVPD.

The LUMO energy is 1.11 eV. As for the largest force on an atom: 0.0064 Eh/bohr. The value obtained for the HOMO-LUMO gap is 10.70 eV. Its SMILES is CC[C@H]1CCCO1. For the total energy, the calculation gives -311.0331 hartree. Its total charge is 0.

The geometry in XYZ format:
```
19
Properties=species:S:1:pos:R:3:forces:R:3
O -0.73296 0.64853 0.85896 -0.07 0.06 0.23
C -0.33825 -0.69247 0.55067 0.06 -0.10 0.00
C 0.38438 1.50134 0.70276 0.17 0.19 0.08
C -1.42790 0.03052 -1.66723 0.00 -0.12 -0.18
C -1.01039 -1.15268 -0.76160 -0.05 0.06 -0.03
C 1.54039 0.65360 1.20598 0.09 0.04 0.06
C 1.20826 -0.67852 0.53000 0.03 -0.02 -0.05
H 1.58275 -0.68394 -0.50243 -0.11 0.04 0.14
H -0.33278 -1.83148 -1.29925 -0.12 0.17 0.13
H -0.70268 -1.30101 1.38812 0.10 0.00 -0.19
H -2.44392 -0.11650 -2.03405 0.07 -0.05 -0.15
H 0.55198 1.78322 -0.35463 -0.14 -0.10 0.19
H -1.88677 -1.76193 -0.51023 0.07 0.23 -0.05
H -0.76744 0.14311 -2.53031 -0.06 -0.08 0.03
H -1.43653 0.98754 -1.13952 -0.01 -0.33 0.00
H 1.64938 -1.54165 1.03954 -0.17 0.12 -0.08
H 0.17912 2.40868 1.27504 0.12 -0.08 -0.02
H 2.52959 1.04477 0.95419 -0.12 -0.05 0.01
H 1.45377 0.55885 2.29397 0.11 0.02 -0.12
```
Forces are in eV/Å.